ORCA calculation (the ωB97M-V functional and the def2-TZVPD basis) on 2 unconnected molecules or ions with the total composition C4H11N4 in a non-equilibrium geometry.

Its maximum force is 0.08890 Eh/bohr. As for the charge: +1. The energy above the lowest of the compared OMol25 structures with the same formula, charge and spin is 2.3629 eV.

The geometry in XYZ format:
```
19
Properties=species:S:1:pos:R:3:forces:R:3
C -2.128 1.038 0.306 1.305 -0.182 -0.074
C 0.934 -0.469 -0.101 -0.584 2.372 -2.042
C -0.428 -2.461 0.363 2.117 0.560 -2.271
C 2.140 1.621 -0.069 0.429 2.450 -3.835
N -1.272 0.891 1.174 -0.387 -0.089 0.187
N -2.661 1.262 -0.735 -0.532 0.515 -1.173
N -0.092 -1.202 -0.400 -0.456 -0.929 0.727
N 1.329 0.651 -0.724 -1.024 -2.818 -0.112
H -1.629 1.203 2.047 0.053 0.227 1.360
H 1.508 -0.753 0.713 1.054 -0.599 1.587
H -0.708 -3.050 -0.482 -0.230 -1.415 0.170
H 0.330 -2.908 1.020 0.250 0.454 -0.768
H -1.224 -2.228 0.940 -2.751 0.564 1.852
H 2.768 2.135 -0.862 -0.509 -0.777 0.523
H 1.463 2.443 0.137 0.352 0.036 1.768
H 2.884 1.159 0.494 0.569 -0.306 2.081
H -3.284 0.700 -1.269 -0.621 -0.281 -0.079
H -0.937 -0.860 -0.888 1.323 0.063 -0.029
H 1.008 0.828 -1.664 -0.357 0.155 0.129
```
Forces are in eV/Å.

Results of the Löwdin charge analysis, in e, for atoms 1 through 4: C -0.38; C -0.13; C 0.02; C -0.05